A molecular structure, C49H55BrIN7O3STi in a non-equilibrium geometry, computed with ωB97M-V with the def2-TZVPD basis set.

Cartesian coordinates (Å):
Ti1 -0.0032 0.3972 0.5000
O1 3.5667 2.2310 -0.4242
C1 4.1505 1.2976 -1.2297
C2 5.2206 1.7037 -2.0187
C3 5.8632 0.7982 -2.8411
C4 5.4386 -0.5225 -2.9028
C5 4.3565 -0.9236 -2.1437
C6 3.7086 -0.0322 -1.2917
C7 2.4978 -0.5283 -0.5321
O2 1.5114 0.4260 -0.3372
N1 2.8390 -0.9882 0.8114
N2 1.7884 -1.0732 1.6807
C8 1.9473 -1.8573 2.6900
C9 1.1986 -1.8630 3.9269
Br1 0.2736 -0.2361 4.3824
C10 1.2554 -2.8214 4.8636
C11 1.9145 -4.1139 4.7302
C12 2.4976 -4.6750 5.8729
C13 3.1934 -5.8668 5.7981
C14 3.2867 -6.5448 4.5894
C15 2.6726 -6.0254 3.4583
C16 1.9976 -4.8190 3.5247
H1 2.7237 1.8708 -0.1353
H2 5.5249 2.7409 -1.9796
H3 6.6942 1.1261 -3.4501
H4 5.9414 -1.2299 -3.5469
H5 3.9945 -1.9440 -2.2114
H6 2.0796 -1.3710 -1.1036
H7 3.5546 -1.7032 0.8762
H8 2.8154 -2.5203 2.7045
H9 0.8145 -2.6144 5.8319
H10 2.4268 -4.1505 6.8174
H11 3.6641 -6.2731 6.6828
H12 3.8263 -7.4799 4.5306
H13 2.7167 -6.5690 2.5241
H14 1.4861 -4.4461 2.6452
C17 -4.6946 -3.8497 -0.4528
N3 -4.0463 -3.2977 -1.6216
C18 -3.7051 -4.0086 -2.7624
C19 -3.2343 -3.1312 -3.6663
N4 -3.2898 -1.8837 -3.0725
C20 -3.7832 -1.9810 -1.8148
S1 -3.9874 -0.7307 -0.7156
H15 -5.4565 -4.5622 -0.7634
H16 -5.1658 -3.0361 0.0933
H17 -3.9787 -4.3573 0.1958
H18 -3.8435 -5.0727 -2.8294
H19 -2.8765 -3.2811 -4.6681
H20 -3.0241 -1.0105 -3.4916
I1 -4.0569 -3.2217 3.6221
C21 -3.0849 -1.6323 2.7131
C22 -3.5665 -0.3550 2.5018
N5 -2.6041 0.3207 1.8651
N6 -1.5279 -0.4476 1.6255
C23 -1.8131 -1.6407 2.1486
H21 -4.5094 0.0885 2.7707
H22 -2.6821 1.2322 1.4399
H23 -1.1031 -2.4528 2.1351
C24 2.0826 2.3986 2.6368
C25 0.6380 2.6694 2.3917
O3 -0.0129 1.8912 1.6284
C26 -0.0147 3.7879 3.0169
C27 0.7093 4.7153 3.7879
C28 0.0745 5.8062 4.3420
C29 -1.2874 6.0029 4.1378
C30 -2.0263 5.0775 3.4060
C31 -1.3998 3.9809 2.8586
H24 2.3919 1.5045 2.0995
H25 2.2493 2.2501 3.7046
H26 2.7011 3.2394 2.3166
H27 1.7716 4.5899 3.9421
H28 0.6412 6.5143 4.9299
H29 -1.7736 6.8759 4.5513
H30 -3.0885 5.2223 3.2670
H31 -1.9757 3.2526 2.3055
C32 1.2550 -1.5299 -4.9642
C33 0.6084 -1.5998 -3.6100
C34 0.6086 -2.7894 -2.8806
C35 -0.0022 -2.8511 -1.6396
C36 -0.0272 -4.1280 -0.8455
C37 -0.5722 -1.6959 -1.1068
C38 -0.5496 -0.4599 -1.7943
C39 0.0330 -0.4563 -3.0713
N7 -1.0253 0.6311 -1.0718
C40 -1.2815 1.9511 -1.7086
C41 -2.1865 1.8488 -2.9487
C42 -2.4161 3.2459 -3.5382
C43 -3.1528 4.1247 -2.5280
C44 -2.3088 4.2273 -1.2574
C45 -0.9757 4.9038 -1.5864
C46 -0.2302 4.0549 -2.6187
C47 -1.0733 3.8938 -3.8864
C48 0.0490 2.6779 -2.0155
C49 -2.0514 2.8233 -0.6952
H32 1.7119 -2.4809 -5.2293
H33 2.0232 -0.7558 -4.9829
H34 0.5196 -1.2780 -5.7298
H35 1.0797 -3.6736 -3.2923
H36 0.1345 -4.9905 -1.4889
H37 -0.9785 -4.2518 -0.3264
H38 0.7684 -4.1187 -0.0953
H39 -1.1788 -1.7883 -0.2150
H40 0.0795 0.4394 -3.6698
H41 -3.1395 1.4072 -2.6433
H42 -1.7475 1.2149 -3.7188
H43 -3.0199 3.1499 -4.4432
H44 -4.1343 3.7014 -2.2992
H45 -3.3035 5.1212 -2.9480
H46 -2.8425 4.8173 -0.5064
H47 -0.3663 5.0079 -0.6813
H48 -1.1546 5.9066 -1.9794
H49 0.7211 4.5300 -2.8702
H50 -0.5344 3.2817 -4.6160
H51 -1.2436 4.8698 -4.3454
H52 0.5989 2.7959 -1.0730
H53 0.6771 2.0968 -2.6892
H54 -3.0081 2.3371 -0.4669
H55 -1.4486 2.9208 0.2087

Forces on the atoms, in the same order (eV/Å):
Ti -1.12 -0.98 -0.81
O 0.11 0.05 -0.03
C 0.10 -0.30 -0.11
C -0.08 0.09 0.11
C -0.02 -0.04 0.01
C 0.09 -0.12 -0.06
C -0.05 0.08 0.06
C -0.29 0.27 0.06
C 0.81 -0.92 -0.11
O 1.78 0.39 -0.74
N 0.24 0.44 0.04
N -0.45 -0.25 0.19
C 0.26 0.10 -0.24
C -0.49 0.41 0.16
Br 0.15 -0.25 0.03
C -0.03 0.13 -0.14
C 0.19 -0.31 -0.01
C 0.00 0.12 -0.04
C 0.04 -0.06 0.00
C -0.02 0.06 -0.02
C 0.07 -0.05 -0.02
C -0.11 0.08 0.02
H -0.16 0.00 0.04
H 0.03 0.00 0.03
H 0.02 0.02 0.00
H 0.00 0.00 -0.02
H -0.02 -0.02 -0.01
H -0.17 0.27 -0.05
H -0.03 -0.04 0.00
H 0.03 0.05 0.01
H -0.03 0.05 -0.02
H -0.02 0.00 0.02
H -0.02 0.00 0.02
H -0.01 -0.02 0.01
H -0.01 0.00 -0.01
H -0.02 -0.01 0.00
C -0.07 -0.12 0.16
N 0.10 0.20 -0.37
C 0.01 -0.13 -0.08
C 0.05 -0.07 -0.07
N -0.06 -0.31 0.08
C -0.03 0.13 0.15
S -0.24 0.09 0.01
H 0.02 0.00 -0.03
H 0.04 0.00 0.00
H 0.02 0.06 -0.01
H -0.01 0.00 -0.02
H -0.01 -0.01 -0.01
H 0.01 0.06 0.06
I 0.19 0.30 -0.14
C -0.12 -0.26 0.18
C 0.13 -0.20 0.12
N -0.17 0.13 0.20
N -0.43 -0.54 0.47
C -0.15 -0.02 0.15
H -0.02 0.07 -0.09
H -0.01 -0.03 -0.08
H 0.07 0.05 -0.10
C -0.04 -0.20 -0.22
C 0.37 0.22 0.36
O 0.06 1.02 0.73
C -0.33 0.10 0.01
C 0.11 -0.13 -0.08
C 0.02 0.11 0.04
C 0.10 -0.12 -0.04
C -0.07 0.04 -0.01
C 0.02 -0.13 -0.09
H 0.05 -0.01 0.08
H -0.01 0.00 0.00
H -0.06 0.04 -0.03
H 0.01 0.00 0.00
H 0.01 0.01 -0.01
H -0.01 -0.01 0.04
H -0.01 -0.01 0.00
H 0.00 0.05 -0.03
C -0.04 0.00 0.01
C 0.00 0.17 0.06
C -0.14 -0.04 0.21
C 0.35 -0.16 0.03
C 0.02 0.05 -0.07
C -0.16 0.49 0.13
C -0.30 -0.89 -0.15
C 0.18 0.17 -0.04
N 0.27 0.53 0.18
C -0.15 0.32 0.09
C 0.04 -0.03 -0.02
C 0.00 0.08 -0.07
C 0.04 -0.07 0.06
C -0.03 0.11 0.06
C -0.03 -0.09 -0.06
C 0.08 0.08 0.04
C -0.01 -0.03 0.04
C -0.24 -0.05 -0.06
C 0.01 -0.04 -0.21
H 0.02 0.01 -0.04
H 0.02 -0.02 -0.01
H 0.01 -0.01 -0.02
H -0.06 -0.03 -0.06
H -0.02 -0.04 0.03
H -0.01 -0.02 0.01
H -0.01 -0.04 0.04
H -0.17 0.00 -0.14
H 0.01 0.07 0.07
H 0.04 -0.06 0.01
H -0.01 -0.03 0.00
H 0.01 -0.04 0.01
H -0.02 0.02 -0.02
H -0.08 0.00 0.01
H 0.00 -0.03 0.00
H 0.00 0.03 -0.01
H 0.00 0.02 0.02
H 0.00 -0.02 0.02
H 0.01 0.01 -0.03
H 0.02 0.00 -0.02
H 0.08 0.03 -0.06
H 0.06 -0.04 0.06
H 0.04 -0.07 0.05
H -0.08 0.02 0.10

Results
- max |F| (eV/A) = 1.97
- HOMO energy (eV) = -11.764
- Kohn-Sham gap (Eh) = 0.188
- LUMO (Ha) = -0.245
- total charge = +2
- relative energy (zero: lowest compared OMol25 entry of this formula, charge and spin) (kcal/mol) = 0.5

C23H29N3O4S in the gas phase, computed with ωB97M-V with the def2-TZVPD basis set.

Cartesian coordinates (Å):
C1 -6.1016 -1.5883 -0.2284
O1 -4.7053 -1.4261 -0.1785
C2 -4.2114 -0.9681 1.0569
C3 -4.2919 0.5624 1.2349
N1 -3.2527 1.2489 0.5161
C4 -3.3491 1.7368 -0.7675
C5 -4.5979 1.6429 -1.5696
C6 -2.1415 2.2667 -1.1111
C7 -1.2627 2.1007 -0.0029
C8 0.1433 2.4292 0.0879
O2 0.7933 2.3745 1.1149
C9 0.8100 2.8875 -1.2077
S1 2.5067 2.2435 -1.2408
C10 2.1026 0.5630 -0.9463
N2 0.8514 0.2774 -1.0232
C11 0.4428 -0.9974 -0.7704
C12 -0.9123 -1.3271 -0.8868
C13 -1.3252 -2.6123 -0.6223
C14 -0.4085 -3.5905 -0.2340
C15 0.9284 -3.2817 -0.1262
C16 1.3687 -1.9849 -0.3992
C17 2.7855 -1.6490 -0.3214
O3 3.6554 -2.4376 -0.0085
N3 3.0977 -0.3222 -0.6517
C18 4.4989 0.0925 -0.6434
C19 5.3017 -0.6454 -1.7087
C20 5.1131 -0.0743 0.7511
O4 6.2883 0.7017 0.7908
C21 6.9487 0.6196 2.0262
C22 -1.9984 1.4615 0.9902
C23 -1.5705 1.0451 2.3489
H1 -6.4432 -2.2932 0.5393
H2 -6.6372 -0.6412 -0.0970
H3 -6.3282 -1.9914 -1.2135
H4 -3.1628 -1.2759 1.0835
H5 -4.7490 -1.4556 1.8825
H6 -4.1970 0.7955 2.2982
H7 -5.2621 0.9229 0.8869
H8 -4.4265 2.0804 -2.5489
H9 -5.4190 2.1817 -1.0939
H10 -4.8909 0.6022 -1.7007
H11 -1.9167 2.7384 -2.0463
H12 0.9084 3.9736 -1.2189
H13 0.2892 2.5370 -2.0934
H14 -1.6081 -0.5628 -1.1927
H15 -2.3715 -2.8641 -0.7199
H16 -0.7507 -4.5932 -0.0261
H17 1.6611 -4.0212 0.1599
H18 4.5241 1.1642 -0.8665
H19 5.2917 -1.7145 -1.5159
H20 6.3257 -0.2861 -1.6749
H21 4.8869 -0.4535 -2.6958
H22 4.3972 0.2788 1.5114
H23 5.3399 -1.1297 0.9497
H24 7.2448 -0.4126 2.2519
H25 7.8362 1.2439 1.9463
H26 6.3140 0.9883 2.8417
H27 -1.7144 -0.0243 2.5018
H28 -0.5176 1.2824 2.4666
H29 -2.1321 1.5812 3.1156

Forces on the atoms, in the same order (eV/Å):
C -0.07 -0.02 0.02
O 0.22 0.02 -0.18
C 0.00 0.22 0.23
C -0.18 -0.65 0.07
N 0.12 0.17 -0.18
C -0.06 0.15 -0.48
C 0.00 -0.03 0.13
C -0.03 -0.08 0.14
C -0.77 -0.22 0.50
C 0.10 0.21 0.13
O -0.07 0.16 -0.02
C 0.56 -0.35 -0.03
S 0.21 0.51 -0.09
C -0.73 0.16 -0.27
N 0.23 0.22 -0.28
C 0.34 -0.65 0.20
C -0.01 -0.10 0.06
C -0.03 0.12 -0.03
C 0.13 -0.14 0.06
C 0.06 0.00 0.00
C -0.50 0.12 -0.08
C -0.07 -0.07 -0.03
O 0.04 -0.06 0.05
N -0.06 -0.18 0.15
C 0.68 -0.06 0.11
C -0.09 0.09 0.08
C -0.14 -0.04 0.13
O -0.10 0.11 -0.32
C 0.04 -0.03 0.07
C 0.66 0.31 -0.04
C 0.01 -0.05 0.04
H 0.00 0.02 -0.03
H 0.00 0.00 -0.02
H -0.09 0.02 0.03
H -0.08 0.05 0.13
H 0.04 0.01 -0.03
H -0.06 0.03 -0.10
H 0.06 0.02 0.11
H -0.02 0.03 -0.05
H -0.11 0.02 -0.04
H -0.10 -0.04 -0.05
H -0.01 0.06 -0.25
H 0.02 0.03 -0.01
H -0.07 0.08 0.07
H -0.12 0.18 -0.04
H -0.12 -0.01 -0.01
H -0.01 -0.08 0.01
H 0.04 -0.07 0.03
H 0.01 -0.22 0.11
H 0.03 -0.02 -0.03
H 0.12 0.04 -0.05
H 0.01 0.03 -0.11
H 0.05 -0.03 -0.07
H -0.04 0.17 -0.02
H 0.01 0.04 0.00
H 0.02 -0.03 0.10
H 0.03 0.00 -0.01
H -0.02 -0.10 0.08
H -0.05 -0.03 0.04
H -0.03 0.00 0.10

Results
- max |F| (eV/A) = 0.94
- HOMO energy (eV) = -8.048
- Kohn-Sham gap (Eh) = 0.319
- SMILES string = COCCn1c(C)cc(C(=O)CSc2nc3ccccc3c(=O)n2[C@H](C)COC)c1C
- LUMO (Ha) = 0.023
- total charge = 0
- relative energy (zero: lowest compared OMol25 entry of this formula, charge and spin) (kcal/mol) = 36.9

A molecular structure, C38H58MgN2O2P2Si in a non-equilibrium geometry, computed with ωB97M-V with the def2-TZVPD basis set.

Cartesian coordinates (Å):
Mg1 -0.5890 1.1044 1.1999
C1 0.4512 -1.4518 -2.0664
Si1 -0.1464 -1.0036 -0.2701
C2 1.1612 -1.8779 0.8246
C3 1.0984 -3.3219 0.8496
C4 1.3852 -4.0290 1.9839
C5 1.8145 -3.3526 3.1040
C6 2.2300 -2.0050 2.9640
C7 2.1086 -1.3425 1.7278
P1 3.5442 -0.2288 1.2627
C8 4.8339 -1.5380 0.8690
C9 6.2899 -0.9142 1.0201
C10 7.3720 -1.9063 0.5091
C11 6.8906 -3.3706 0.7789
C12 5.6721 -3.7281 -0.1077
C13 4.7979 -2.4882 -0.3828
C14 3.2008 0.6101 -0.4582
C15 2.9211 2.0731 -0.0551
C16 2.6816 2.9975 -1.2815
C17 3.6799 2.8702 -2.3930
C18 3.9237 1.4178 -2.7861
C19 4.2902 0.5583 -1.5345
C20 -1.8159 -1.9298 -0.1565
C21 -1.9086 -3.3588 -0.0445
C22 -2.9864 -3.9834 0.5420
C23 -4.0512 -3.1827 0.9785
C24 -4.1745 -1.8339 0.6141
C25 -3.0190 -1.1705 0.0742
P2 -2.8562 0.6750 -0.0830
C26 -2.8265 1.2472 -1.8508
C27 -2.8410 2.7920 -2.2083
C28 -2.7133 2.9933 -3.7027
C29 -3.2449 1.8152 -4.5083
C30 -4.3904 1.1145 -3.7998
C31 -3.8942 0.4185 -2.5878
C32 -4.1978 1.6233 0.7292
C33 -4.1154 1.2908 2.2630
C34 -5.3261 1.8625 3.0495
C35 -6.0986 2.8966 2.2257
C36 -6.7122 2.2861 0.9655
C37 -5.6335 1.4575 0.1913
H1 0.3698 -0.6030 -2.8308
H2 -0.0591 -2.3652 -2.4811
H3 1.4973 -1.8027 -2.0496
H4 0.9865 -3.9378 -0.0489
H5 1.2766 -5.1074 1.9629
H6 1.9678 -3.8472 4.0257
H7 2.6505 -1.4366 3.7988
H8 4.6901 -2.2079 1.7742
H9 6.6084 -0.6731 2.0607
H10 6.4195 0.0646 0.5081
H11 8.3191 -1.6873 1.0227
H12 7.5120 -1.7149 -0.5494
H13 6.7203 -3.4335 1.8535
H14 7.7094 -4.0737 0.5824
H15 5.1658 -4.5486 0.3929
H16 6.0710 -4.0753 -1.0701
H17 3.7666 -2.8190 -0.5566
H18 5.1913 -2.0600 -1.2871
H19 2.2728 0.2502 -0.7910
H20 3.8486 2.5021 0.3850
H21 2.1007 2.1476 0.7169
H22 2.5794 4.0580 -0.9942
H23 1.7259 2.6661 -1.7339
H24 4.6153 3.3941 -2.1354
H25 3.2461 3.4344 -3.2911
H26 4.7204 1.2602 -3.4906
H27 3.0012 1.0270 -3.3203
H28 5.2374 1.0471 -1.2011
H29 4.5963 -0.4590 -1.7776
H30 -1.1345 -4.0149 -0.5079
H31 -2.9178 -5.0995 0.6042
H32 -4.8824 -3.6306 1.4777
H33 -5.1466 -1.3745 0.6732
H34 -1.8544 0.8582 -2.2434
H35 -2.0449 3.2453 -1.6130
H36 -3.7363 3.2060 -1.8128
H37 -1.6888 3.3066 -3.9422
H38 -3.2944 3.8948 -3.9440
H39 -2.4295 1.0693 -4.6856
H40 -3.5668 2.1591 -5.4823
H41 -4.9019 0.3489 -4.4715
H42 -5.1385 1.9297 -3.5712
H43 -3.4539 -0.5348 -2.9752
H44 -4.6924 0.0266 -1.9819
H45 -3.8708 2.6897 0.5840
H46 -3.2144 1.7804 2.5949
H47 -3.8949 0.2513 2.4514
H48 -4.9862 2.2938 4.0312
H49 -6.0184 1.0561 3.2681
H50 -5.4430 3.7140 2.0096
H51 -6.8573 3.3707 2.8979
H52 -7.1008 3.1161 0.2903
H53 -7.6017 1.7396 1.2506
H54 -5.6794 1.7010 -0.9054
H55 -5.8586 0.3858 0.2071
N1 -0.2993 0.2663 3.1702
N2 -0.5018 1.5113 3.7436
C38 0.2778 2.6247 3.2265
O1 0.6784 3.4928 3.9809
O2 0.4385 2.5285 1.9218
H56 -0.9585 -0.3534 3.6217
H57 0.6044 -0.1266 3.4491
H58 -0.4439 1.4820 4.7582

Forces on the atoms, in the same order (eV/Å):
Mg -0.02 -0.74 -0.94
C -0.07 -0.02 -1.09
Si 1.38 0.29 -1.48
C 0.59 -2.29 -1.17
C 0.02 1.08 -0.11
C 0.38 -0.58 0.27
C 0.37 1.66 -0.05
C 0.08 -0.70 -0.07
C -0.59 -0.14 -0.44
P 0.20 0.67 -0.62
C 0.70 -0.50 0.81
C 0.35 0.12 0.26
C -0.75 -0.29 0.34
C 0.97 0.87 -0.58
C 0.95 0.39 0.44
C -0.52 -0.49 1.44
C 0.90 0.93 1.91
C 0.72 1.18 -0.03
C -1.58 -0.67 0.41
C 0.27 0.85 -1.58
C -1.29 -1.17 0.31
C 0.42 0.70 -0.14
C -1.01 -0.38 0.67
C 0.53 0.61 -0.91
C 0.36 -0.23 0.03
C -0.35 0.25 -0.77
C 1.74 -0.59 -0.62
C 0.02 -0.65 0.30
P 0.78 1.12 0.72
C 0.58 -0.97 -0.44
C 0.52 -1.98 1.62
C 0.00 1.11 -0.01
C 0.94 -0.82 -0.49
C -1.75 0.66 -1.39
C 0.69 -1.29 -0.60
C -0.79 -0.06 0.32
C -0.09 1.27 -0.62
C 0.40 -0.08 0.25
C -0.67 0.17 1.25
C 0.43 1.44 -0.78
C -0.41 -0.14 -0.93
H 0.07 -1.19 0.97
H -0.02 0.95 0.32
H -0.12 0.55 0.10
H -0.87 0.70 0.04
H 0.11 0.00 0.19
H 0.00 -0.41 0.88
H 0.40 -0.48 -0.21
H 0.21 0.52 -0.96
H -0.99 -0.27 -0.34
H -0.39 -0.61 0.02
H -0.20 -0.17 -0.22
H 0.21 -0.29 -0.33
H -0.43 -0.14 0.04
H -0.12 0.08 -0.03
H -0.45 -0.06 -0.18
H -0.22 -0.19 0.20
H 0.10 0.24 -0.16
H -0.02 0.49 -0.15
H -1.22 -0.95 -0.94
H -0.43 -0.46 0.31
H 0.98 0.07 -0.97
H -0.07 -0.47 0.09
H -0.03 0.35 0.23
H -0.08 -0.32 -0.04
H 0.73 -0.66 1.05
H 0.47 0.37 -0.44
H 0.78 0.26 0.78
H -0.60 -0.32 0.36
H -0.42 0.27 -0.30
H -0.45 0.84 0.70
H -0.58 1.19 0.29
H -0.48 -0.33 0.18
H 0.05 0.26 0.40
H -0.42 0.35 0.44
H 0.15 0.16 -0.30
H -1.01 0.44 0.18
H -0.09 -0.57 -0.18
H -0.07 -0.20 -0.07
H -0.49 0.48 0.07
H 0.00 0.07 -0.30
H 0.53 1.14 0.66
H 0.38 -0.89 -0.04
H 0.18 0.64 0.46
H -0.50 0.29 0.52
H -0.21 -0.87 0.12
H 0.43 0.42 0.35
H -0.48 -0.57 -0.04
H -0.33 -0.40 -0.93
H -0.14 -0.25 0.24
H 0.56 0.56 -0.48
H 0.24 -0.51 -0.65
H 0.53 -0.90 0.80
H -0.03 -0.58 -0.07
H 0.13 0.00 0.99
H -0.21 0.17 0.19
N 0.33 -1.26 -0.13
N -0.08 2.11 1.76
C 0.52 0.00 -0.88
O -0.63 -0.84 -0.55
O -0.39 0.49 1.45
H -0.44 -0.24 -0.39
H 0.10 0.09 -0.48
H 0.07 0.28 -0.14

Results
- max |F| (eV/A) = 2.75
- HOMO energy (eV) = -7.061
- Kohn-Sham gap (Eh) = 0.262
- LUMO (Ha) = 0.003
- total charge = 0
- relative energy (zero: lowest compared OMol25 entry of this formula, charge and spin) (kcal/mol) = 73.9